# 1
{
  "formula": "C5H11NPPb",
  "method": "ωB97M-V/def2-TZVPD",
  "symbols": ["Pb", "P", "N", "C", "C", "C", "C", "C", "H", "H", "H", "H", "H", "H", "H", "H", "H", "H", "H"],
  "positions_angstrom": [[1.287, 1.076, 1.387], [-0.638, 2.724, 0.482], [-0.474, -0.272, 2.700], [-0.603, -2.183, -1.902], [1.416, -1.074, -1.959], [-0.810, -0.914, -2.513], [0.426, -0.242, -2.565], [0.786, -2.297, -1.557], [-1.185, 3.256, -0.766], [-1.447, 0.003, 2.545], [0.634, 0.749, -2.950], [0.339, 3.735, 0.877], [1.270, -3.082, -1.046], [-1.352, -2.855, -1.563], [2.477, -0.876, -1.929], [-1.721, 2.915, 1.427], [-1.728, -0.498, -2.853], [-0.110, 0.229, 3.504], [-0.453, -1.274, 2.950]],
  "forces_ev_per_a": [[0.325, -0.919, -0.173], [-0.406, 1.121, -0.069], [0.160, -0.312, 0.009], [2.378, -0.073, 1.159], [-0.358, -2.506, 0.625], [2.073, 2.061, -0.496], [-2.431, -0.082, -0.123], [-0.646, 2.153, -0.863], [0.422, -0.443, 1.012], [0.388, -0.134, 0.157], [-0.226, -0.126, -0.130], [-1.155, -0.221, -0.396], [0.287, -0.821, 0.304], [-0.548, -0.552, -0.159], [0.007, 0.055, 0.123], [0.746, 0.215, -0.677], [-0.538, 0.020, -0.246], [-0.490, -0.073, 0.381], [0.014, 0.637, -0.438]],
  "energy_ha": -785.6932,
  "homo_ev": [-10.949, -10.766],
  "multiplicity": 1,
  "gap_ev": [6.247, 6.255],
  "largest_force_ev_per_a": 2.97,
  "charge": 1,
  "e_lumo_ev": [-4.701, -4.511]
}


# 2
{
  "formula": "C5H11NPYb",
  "method": "ωB97M-V/def2-TZVPD",
  "symbols": ["Yb", "P", "N", "C", "C", "C", "C", "C", "H", "H", "H", "H", "H", "H", "H", "H", "H", "H", "H"],
  "positions_angstrom": [[-0.442, -0.256, 0.704], [-0.154, -2.883, 0.731], [0.567, 0.570, 2.513], [0.777, 0.405, -1.693], [-1.378, 1.262, -1.651], [-0.500, 2.179, -1.029], [0.827, 1.694, -1.106], [-0.608, 0.139, -2.043], [-0.247, -3.385, 2.058], [0.935, -3.705, 0.297], [-2.457, 1.354, -1.762], [1.261, 1.329, 2.426], [1.725, 2.162, -0.708], [-0.057, 0.890, 3.260], [-0.966, -0.739, -2.594], [-0.797, 3.125, -0.575], [-1.204, -3.691, 0.169], [1.628, -0.247, -1.936], [1.090, -0.204, 2.939]],
  "forces_ev_per_a": [[-1.289, 1.812, -2.532], [-0.174, -2.172, 0.021], [1.560, 1.148, 1.878], [-0.700, -0.468, -0.381], [0.299, -0.682, 0.532], [-0.097, 0.433, 0.288], [-0.238, -0.788, 0.535], [0.865, -0.112, 0.052], [0.104, -0.028, -0.447], [-0.025, 0.008, 0.103], [0.333, 0.092, 0.008], [-0.220, -0.235, -0.161], [-0.254, 0.038, -0.183], [-0.190, -0.163, -0.111], [0.174, 0.450, 0.251], [0.100, -0.215, -0.243], [0.347, 0.398, 0.274], [-0.464, 0.428, 0.095], [-0.130, 0.057, 0.018]],
  "energy_ha": -1751.7921,
  "homo_ev": [-3.972, -7.481],
  "multiplicity": 2,
  "gap_ev": [4.102, 7.293],
  "largest_force_ev_per_a": 3.37,
  "de_lowest_ev": 0.000,
  "e_lumo_ev": [0.129, -0.188],
  "s2": 0.752
}


# 3
{
  "formula": "C5H11NS",
  "method": "ωB97M-V/def2-TZVPD",
  "symbols": ["S", "N", "C", "C", "C", "C", "C", "H", "H", "H", "H", "H", "H", "H", "H", "H", "H", "H"],
  "positions_angstrom": [[2.284, -0.067, -0.095], [-0.915, -0.006, 0.461], [-0.141, 1.186, 0.656], [1.055, -1.370, -0.211], [-0.061, -1.154, 0.803], [-1.661, -0.088, -0.749], [1.149, 1.343, -0.175], [-1.905, -1.107, -1.006], [0.967, 1.599, -1.262], [1.636, -2.281, -0.057], [-0.788, 2.073, 0.468], [-0.720, -2.039, 0.936], [0.690, -1.357, -1.255], [0.157, 1.183, 1.729], [1.679, 2.253, 0.247], [-2.623, 0.466, -0.664], [-1.178, 0.315, -1.655], [0.374, -0.950, 1.827]],
  "forces_ev_per_a": [[0.197, 0.564, 0.342], [0.908, -0.647, 0.992], [0.039, 0.975, 0.352], [0.099, -0.058, -0.486], [-0.691, -0.288, 0.724], [-0.862, 0.647, -0.989], [0.216, 1.540, -0.672], [-0.129, -0.463, 0.181], [-0.086, -0.377, 1.106], [-0.275, -0.113, 0.050], [0.409, -0.443, 0.162], [0.432, 0.286, -0.370], [-0.109, -0.294, 0.549], [-0.176, 0.250, -0.593], [-0.368, -1.125, -0.488], [0.485, -0.262, 0.081], [0.246, 0.032, 0.177], [-0.336, -0.224, -1.118]],
  "smiles": "CN1CCSCC1",
  "energy_ha": -650.0283,
  "homo_ev": -8.085,
  "multiplicity": 1,
  "gap_ev": 9.027,
  "largest_force_ev_per_a": 1.69,
  "de_lowest_ev": 0.293,
  "e_lumo_ev": 0.943
}


# 4
{
  "formula": "C5H11NS",
  "method": "ωB97M-V/def2-TZVPD",
  "symbols": ["S", "N", "C", "C", "C", "C", "C", "H", "H", "H", "H", "H", "H", "H", "H", "H", "H", "H"],
  "positions_angstrom": [[-2.290, -1.174, 0.375], [-0.975, 3.237, 0.369], [-0.673, -1.175, -0.045], [-0.203, -1.503, -1.497], [-0.443, 2.094, -0.019], [1.758, -0.904, 0.559], [0.308, -0.755, 1.010], [2.411, -1.019, 1.405], [-0.005, -2.685, -1.643], [-0.773, 3.483, 1.331], [0.126, -1.371, 1.903], [0.824, -1.106, -1.666], [1.812, -0.048, -0.248], [1.933, -1.747, -0.072], [-1.848, 3.696, -0.047], [-0.869, 1.877, -1.037], [-0.953, -1.105, -2.119], [-0.142, 0.202, 1.440]],
  "forces_ev_per_a": [[1.395, -0.130, -0.824], [-1.547, -0.416, -0.112], [-1.443, -0.186, -0.188], [1.855, -2.285, 2.148], [-0.256, 0.855, -0.947], [-1.269, 2.621, -1.666], [-0.910, -0.884, 1.000], [0.683, 0.911, 0.040], [-0.994, 2.595, 0.381], [-0.112, 0.446, -0.226], [-0.023, -0.475, -0.323], [-1.064, 0.133, -0.182], [1.189, -0.956, 2.108], [-0.301, -1.057, -0.087], [1.765, -0.650, 0.593], [0.091, 0.051, 0.511], [-0.632, 0.080, -1.175], [1.575, -0.653, -1.052]],
  "energy_ha": -649.8992,
  "homo_ev": [-8.161, -8.161],
  "multiplicity": 1,
  "gap_ev": [8.327, 8.326],
  "largest_force_ev_per_a": 3.64,
  "de_lowest_ev": 3.805,
  "e_lumo_ev": [0.166, 0.165]
}